1.
Formula: C9H25Mn2NO5S
Source: OMol25
Level of theory: ωB97M-V/def2-TZVPD

Element x y z (Å)
Mn  0.86  4.14  0.30
Mn  2.94  2.21  -0.47
O  1.01  2.09  0.08
H  0.46  1.31  0.29
O  2.63  4.24  -0.79
H  3.27  4.90  -1.10
C  -2.77  0.12  1.47
C  -3.63  0.41  0.27
N  -3.03  0.07  -1.01
C  -1.91  1.02  -1.17
C  -0.97  0.51  -2.20
C  -3.91  0.14  -2.13
C  -4.99  -1.03  -2.17
H  -3.30  0.28  2.42
H  -1.77  0.52  1.59
H  -2.64  -0.96  1.42
H  -4.56  -0.16  0.33
H  -3.93  1.45  0.38
H  -2.37  1.92  -1.57
H  -1.33  1.21  -0.27
H  -0.89  -0.58  -2.22
H  -1.27  0.47  -3.25
H  -0.01  1.02  -2.19
H  -3.44  0.10  -3.11
H  -4.43  1.11  -2.12
H  -5.66  -0.76  -2.99
H  -5.60  -0.88  -1.28
H  -4.65  -2.06  -2.32
O  3.04  0.06  -0.02
S  2.39  -0.99  0.81
O  1.15  -1.55  0.32
O  3.44  -2.23  1.09
C  4.82  -1.80  1.05
C  5.45  -2.90  1.88
C  2.17  -0.42  2.51
H  5.02  -0.84  1.53
H  5.30  -1.58  0.10
H  6.54  -2.90  1.89
H  5.19  -3.86  1.43
H  5.06  -2.82  2.89
H  1.38  -1.04  2.93
H  1.80  0.61  2.46
H  3.14  -0.54  2.98

The multiplicity is 11. As for the gap between HOMO and LUMO (spin up / spin down): 3.643 / 3.438 eV. Its total charge is +2. Its lowest unoccupied orbital energy (spin up / spin down) is -0.347 / -0.354 Ha. The HOMO energy (spin up / spin down) is -13.09 / -13.08 eV. The value obtained for the total energy is -3488.38680 Ha.

In elementary charge units, the Löwdin charges are:
1. Mn 1.34
2. Mn 1.17
3. O -0.44
4. H 0.01
5. O -0.42
6. H 0.05
7. C -0.09
8. C -0.26
9. N -0.17
10. C -0.28
11. C -0.10
12. C -0.24
13. C -0.05
14. H 0.08
15. H 0.04
16. H 0.09
17. H 0.11
18. H 0.11
19. H 0.12
20. H 0.06
21. H 0.09
22. H 0.07
23. H 0.05
24. H 0.11
25. H 0.12
26. H 0.07
27. H 0.05
28. H 0.08
29. O -0.40
30. S 0.71
31. O -0.23
32. O -0.22
33. C -0.28
34. C -0.04
35. C -0.07
36. H 0.10
37. H 0.13
38. H 0.10
39. H 0.10
40. H 0.09
41. H 0.10
42. H 0.06
43. H 0.08

---

2.
Formula: C9H25N2OPSSr
Source: OMol25
Level of theory: ωB97M-V/def2-TZVPD

Element x y z (Å)
Sr  -0.22  0.93  -0.76
H  0.91  3.32  -0.99
H  0.88  3.20  -1.74
P  -0.38  -0.07  -3.53
C  0.88  -0.98  -4.46
H  0.57  -1.12  -5.51
H  1.83  -0.42  -4.42
H  1.02  -1.97  -3.97
C  -1.93  -0.92  -4.05
H  -2.79  -0.34  -3.67
H  -1.98  -1.00  -5.15
H  -1.94  -1.92  -3.60
C  -0.50  1.48  -4.51
H  0.46  2.03  -4.45
H  -0.73  1.26  -5.57
H  -1.31  2.12  -4.09
C  2.15  -0.49  -1.27
O  3.23  -0.83  -1.14
H  -2.57  0.93  -1.46
H  -0.61  -1.50  -1.06
C  2.75  -0.23  2.92
N  1.35  -0.37  3.35
C  1.10  -1.37  4.37
C  0.41  0.40  2.77
S  0.89  1.72  1.74
N  -0.92  0.08  2.94
C  -1.52  -0.10  4.26
C  -1.90  0.44  1.90
H  3.37  -0.87  3.55
H  3.06  0.81  3.04
H  2.87  -0.52  1.87
H  0.87  -0.91  5.35
H  0.32  -2.08  4.10
H  2.02  -1.94  4.54
H  -2.26  0.70  4.42
H  -2.06  -1.06  4.28
H  -0.80  -0.05  5.06
H  -1.76  1.49  1.57
H  -1.86  -0.25  1.03
H  -2.90  0.36  2.34

The multiplicity is 1. As for the gap between HOMO and LUMO: 6.299 eV. Its total charge is 0. Its lowest unoccupied orbital energy is 0.009 Ha. The HOMO energy is -6.06 eV. The value obtained for the total energy is -1312.72759 Ha.

In elementary charge units, the Löwdin charges are:
1. Sr 0.33
2. H 0.04
3. H 0.06
4. P 0.57
5. C -0.33
6. H 0.04
7. H 0.04
8. H 0.04
9. C -0.31
10. H 0.01
11. H 0.04
12. H 0.03
13. C -0.33
14. H 0.03
15. H 0.04
16. H 0.03
17. C -0.11
18. O 0.04
19. H -0.19
20. H -0.15
21. C -0.08
22. N -0.18
23. C -0.04
24. C -0.68
25. S 0.52
26. N -0.20
27. C -0.06
28. C -0.13
29. H 0.08
30. H 0.07
31. H 0.08
32. H 0.09
33. H 0.10
34. H 0.09
35. H 0.10
36. H 0.11
37. H 0.06
38. H 0.04
39. H 0.03
40. H 0.10

---

3.
Formula: C9H25O15S6Sr
Source: OMol25
Level of theory: ωB97M-V/def2-TZVPD

Element x y z (Å)
Sr  -0.19  -0.34  -0.57
S  -2.72  -1.54  -2.98
O  -3.58  -0.79  -3.90
O  -1.99  -0.68  -2.04
O  -3.32  -2.75  -2.35
O  -1.71  -2.35  -3.69
S  0.56  -3.61  -1.80
O  -0.81  -3.89  -1.27
O  0.75  -2.14  -1.70
O  1.50  -4.47  -1.08
O  0.23  -4.10  -3.16
O  0.41  -2.00  3.58
C  0.79  -2.30  2.27
O  1.06  -1.38  1.45
O  0.81  -3.52  1.99
H  0.33  -2.95  3.81
C  3.95  -1.67  -0.60
S  3.18  -0.56  -1.82
O  2.35  0.44  -1.07
C  4.63  0.29  -2.53
H  3.27  -2.48  -0.36
H  4.41  -1.17  0.25
H  4.71  -2.37  -0.97
H  4.14  0.65  -3.45
H  5.54  -0.26  -2.74
H  4.72  1.28  -2.07
C  1.31  2.68  3.04
S  -0.24  2.34  2.18
O  0.25  1.52  1.03
C  -0.98  1.12  3.30
H  1.14  3.17  3.99
H  1.86  3.26  2.29
H  1.90  1.76  3.12
H  -1.99  0.86  2.99
H  -1.23  1.45  4.31
H  -0.36  0.23  3.36
C  1.93  3.45  -1.53
S  0.51  2.90  -2.46
O  0.18  1.54  -1.91
C  -0.75  4.09  -1.83
H  1.78  3.15  -0.49
H  2.03  4.53  -1.40
H  2.83  2.89  -1.75
H  -1.67  3.60  -2.16
H  -0.61  5.08  -2.25
H  -0.79  4.09  -0.74
C  -4.78  -0.24  0.34
S  -3.33  -1.29  0.75
O  -2.11  -0.41  0.68
C  -3.60  -1.66  2.52
H  -4.55  0.63  -0.27
H  -5.39  0.11  1.18
H  -5.36  -0.95  -0.26
H  -4.65  -1.92  2.69
H  -3.33  -0.82  3.15
H  -3.02  -2.49  2.92

The multiplicity is 1. As for the gap between HOMO and LUMO: 1.392 eV. Its total charge is -3. Its lowest unoccupied orbital energy is 0.185 Ha. The HOMO energy is 3.65 eV. The value obtained for the total energy is -3906.11763 Ha.

In elementary charge units, the Löwdin charges are:
1. Sr 1.47
2. S 0.18
3. O -0.44
4. O -0.56
5. O -0.41
6. O -0.38
7. S 0.22
8. O -0.37
9. O -0.59
10. O -0.40
11. O -0.38
12. O -0.02
13. C -0.79
14. O -0.14
15. O -0.01
16. H 0.08
17. C -0.24
18. S 0.87
19. O -0.59
20. C -0.27
21. H 0.04
22. H 0.05
23. H 0.05
24. H 0.03
25. H 0.04
26. H 0.03
27. C -0.27
28. S 0.65
29. O -0.64
30. C -0.25
31. H 0.03
32. H 0.03
33. H 0.06
34. H 0.02
35. H 0.05
36. H 0.04
37. C -0.28
38. S 0.80
39. O -0.67
40. C -0.25
41. H 0.04
42. H 0.04
43. H 0.03
44. H 0.05
45. H 0.03
46. H 0.04
47. C -0.23
48. S 0.93
49. O -0.71
50. C -0.25
51. H 0.06
52. H 0.03
53. H 0.04
54. H 0.04
55. H 0.03
56. H 0.05

---

4.
Formula: C9H26InN2O3
Source: OMol25
Level of theory: ωB97M-V/def2-TZVPD

Element x y z (Å)
In  23.14  0.85  -19.95
C  25.89  -2.16  -18.35
C  24.89  -1.50  -19.32
C  24.15  -2.52  -20.14
O  23.15  -1.86  -20.79
C  21.97  -2.60  -21.20
N  23.94  -0.57  -18.66
H  26.30  -1.39  -17.69
H  26.74  -2.49  -18.94
H  25.54  -2.99  -17.74
H  25.45  -0.87  -20.02
H  23.83  -3.35  -19.49
H  24.77  -3.05  -20.87
H  21.60  -2.16  -22.13
H  21.16  -2.51  -20.46
H  22.22  -3.65  -21.35
H  24.46  0.02  -18.00
H  23.34  -1.16  -18.05
C  22.20  5.20  -17.94
C  22.84  3.87  -18.32
C  23.25  3.10  -17.09
O  23.48  1.72  -17.32
C  23.57  1.04  -16.04
N  21.78  3.02  -19.00
H  21.82  5.70  -18.84
H  22.96  5.82  -17.46
H  21.36  5.14  -17.24
H  23.73  3.99  -18.93
H  22.41  3.18  -16.38
H  24.08  3.58  -16.55
H  23.65  -0.02  -16.16
H  22.74  1.30  -15.38
H  24.49  1.39  -15.55
H  21.07  2.79  -18.27
H  21.21  3.71  -19.53
C  25.72  -0.41  -22.52
O  25.54  0.46  -21.37
H  25.61  0.12  -23.47
H  26.72  -0.86  -22.50
H  24.99  -1.21  -22.56
H  26.23  1.14  -21.43

The multiplicity is 1. As for the gap between HOMO and LUMO: 5.007 eV. Its total charge is +3. Its lowest unoccupied orbital energy is -0.563 Ha. The HOMO energy is -20.31 eV. The value obtained for the total energy is -882.64154 Ha.

In elementary charge units, the Löwdin charges are:
1. In 1.60
2. C 0.02
3. C -0.37
4. C -0.22
5. O -0.26
6. C 0.02
7. N 0.01
8. H 0.10
9. H 0.12
10. H 0.11
11. H 0.10
12. H 0.16
13. H 0.17
14. H 0.11
15. H 0.11
16. H 0.12
17. H 0.09
18. H 0.17
19. C 0.00
20. C -0.38
21. C -0.20
22. O -0.30
23. C -0.01
24. N 0.10
25. H 0.11
26. H 0.12
27. H 0.11
28. H 0.15
29. H 0.15
30. H 0.17
31. H 0.08
32. H 0.12
33. H 0.13
34. H 0.14
35. H 0.14
36. C -0.05
37. O -0.17
38. H 0.11
39. H 0.12
40. H 0.09
41. H 0.14